No. 1
Molecular formula: C34H27CeNO3
Method: DFT, the ωB97M-V functional and the def2-TZVPD basis

```
66
Properties=species:S:1:pos:R:3:forces:R:3
Ce 0.039 -1.375 0.288 0.20 -0.15 -2.35
O 2.005 -1.565 1.679 0.37 0.60 -0.53
C 2.590 -0.243 1.385 -0.24 -0.65 -0.19
C 1.800 0.962 2.007 0.04 0.30 -0.20
C 0.570 1.603 1.327 0.65 -0.23 0.22
C 0.025 2.777 1.827 -0.10 0.02 -0.28
C -1.005 3.369 1.110 -0.05 0.04 -0.01
C -1.496 2.789 -0.060 0.25 0.14 0.18
C -0.945 1.594 -0.478 -0.37 -0.53 -0.31
C -1.487 0.811 -1.697 -0.05 0.52 0.40
C -2.211 -0.562 -1.431 0.82 -0.97 0.81
O -1.180 -1.621 -1.408 -1.08 0.96 -0.15
C -3.250 -0.916 -2.482 0.34 0.23 -0.54
C -3.186 -0.356 -3.756 -0.03 -0.05 -0.05
C -4.092 -0.721 -4.744 0.00 -0.06 0.14
C -5.071 -1.661 -4.462 -0.02 0.01 -0.06
C -5.132 -2.238 -3.201 -0.02 0.00 -0.05
C -4.227 -1.870 -2.219 -0.02 0.01 0.08
C -2.912 -0.516 -0.054 -0.32 0.40 -0.16
C -2.798 -1.464 0.957 -0.04 -0.01 -0.18
C -3.482 -1.326 2.168 0.14 -0.15 -0.01
C -4.313 -0.250 2.376 -0.08 0.20 -0.12
C -4.486 0.685 1.352 0.00 -0.13 0.19
C -3.796 0.550 0.167 0.09 0.00 -0.03
N 0.074 1.058 0.215 -0.30 -0.47 -0.04
C 2.718 -0.108 -0.150 0.06 0.40 0.30
C 2.728 -1.215 -0.988 -0.05 -0.15 0.01
C 2.826 -1.072 -2.374 -0.02 -0.13 0.04
C 2.957 0.182 -2.935 0.02 0.16 0.12
C 3.003 1.299 -2.098 0.00 -0.14 -0.22
C 2.878 1.156 -0.731 -0.06 0.01 -0.04
C 3.981 -0.293 2.022 -0.05 0.18 0.28
C 4.141 -0.971 3.229 0.08 0.04 0.01
C 5.371 -0.979 3.868 0.02 -0.02 0.04
C 6.459 -0.316 3.317 -0.05 -0.02 0.00
C 6.307 0.356 2.116 -0.02 -0.03 0.04
C 5.074 0.368 1.475 0.02 0.03 -0.05
H 2.540 1.765 2.072 -0.04 0.03 0.05
H 1.562 0.721 3.042 -0.04 -0.04 0.01
H 0.411 3.218 2.736 -0.01 0.02 -0.01
H -1.438 4.294 1.470 -0.01 -0.01 -0.02
H -2.295 3.251 -0.621 -0.01 0.02 0.03
H -0.658 0.623 -2.382 -0.02 -0.06 -0.05
H -2.174 1.489 -2.200 -0.01 -0.02 -0.02
H -2.417 0.362 -4.010 0.01 0.01 0.03
H -4.026 -0.275 -5.727 -0.01 0.00 0.00
H -5.784 -1.946 -5.224 0.01 -0.01 0.01
H -5.894 -2.976 -2.988 0.02 0.00 0.04
H -4.290 -2.325 -1.239 -0.01 -0.01 -0.01
H -2.274 -2.402 0.785 -0.02 -0.09 -0.07
H -3.357 -2.087 2.928 -0.03 0.03 0.02
H -4.849 -0.138 3.309 0.01 -0.03 0.00
H -5.174 1.509 1.488 0.02 0.01 -0.02
H -3.969 1.263 -0.632 0.01 0.00 0.02
H 2.710 -2.208 -0.552 0.03 -0.08 0.03
H 2.818 -1.955 -3.000 0.00 0.01 0.00
H 3.039 0.298 -4.007 0.01 0.00 0.00
H 3.133 2.285 -2.525 -0.01 0.00 0.02
H 2.895 2.049 -0.119 0.01 -0.05 0.05
H 3.317 -1.518 3.668 -0.03 0.02 -0.05
H 5.479 -1.516 4.801 0.01 0.01 -0.01
H 7.417 -0.335 3.820 0.00 0.01 -0.02
H 7.149 0.868 1.668 -0.02 0.00 -0.01
H 4.988 0.890 0.531 0.01 0.00 0.00
O -0.076 -1.129 2.616 -0.40 0.13 1.15
C 0.744 -1.999 2.676 0.43 -0.25 1.51
```
Forces are in eV/Å.

The value obtained for the molar mass is 637.710 Da. The HOMO-LUMO gap (spin up / spin down) is 8.49 / 8.53 eV. The calculation puts the energy above the lowest of the compared OMol25 structures with the same formula, charge and spin at 218.5 kJ/mol. The net charge is +1. The value obtained for the HOMO energy (spin up / spin down) is -11.534 / -11.532 eV. The spin multiplicity is 2.

Mulliken analysis output, partial charges in e: atom 1 (Ce): 1.456, atom 2 (O): -0.520, atom 3 (C): 2.936, atom 4 (C): -2.205, atom 5 (C): 0.992, atom 6 (C): -0.955, atom 7 (C): -0.852, atom 8 (C): -0.723, atom 9 (C): 0.121, atom 10 (C): -1.721, atom 11 (C): 3.028, atom 12 (O): -0.829, atom 13 (C): -0.503, atom 14 (C): -0.350, atom 15 (C): -0.909, atom 16 (C): -0.490, atom 17 (C): -0.798, atom 18 (C): -0.359, atom 19 (C): -0.557, atom 20 (C): 0.261, atom 21 (C): -1.042, atom 22 (C): -0.595, atom 23 (C): -0.971, atom 24 (C): -0.262, atom 25 (N): 0.388, atom 26 (C): -0.318, atom 27 (C): -0.339, atom 28 (C): -0.870, atom 29 (C): -0.760, atom 30 (C): -0.995, atom 31 (C): -0.044, atom 32 (C): -0.667, atom 33 (C): -0.460, atom 34 (C): -0.836, atom 35 (C): -0.492, atom 36 (C): -1.005, atom 37 (C): -0.154, atom 38 (H): 0.945, atom 39 (H): 0.728, atom 40 (H): 0.604, atom 41 (H): 0.466, atom 42 (H): 0.547, atom 43 (H): 0.516, atom 44 (H): 0.714, atom 45 (H): 0.404, atom 46 (H): 0.416, atom 47 (H): 0.411, atom 48 (H): 0.414, atom 49 (H): 0.394, atom 50 (H): 0.748, atom 51 (H): 0.506, atom 52 (H): 0.457, atom 53 (H): 0.467, atom 54 (H): 0.526, atom 55 (H): 0.778, atom 56 (H): 0.478, atom 57 (H): 0.474, atom 58 (H): 0.462, atom 59 (H): 0.484, atom 60 (H): 0.363, atom 61 (H): 0.415, atom 62 (H): 0.417, atom 63 (H): 0.430, atom 64 (H): 0.351, atom 65 (O): -0.205, atom 66 (C): -0.310


No. 2
Molecular formula: C34H27CeNO3
Method: DFT, the ωB97M-V functional and the def2-TZVPD basis

```
66
Properties=species:S:1:pos:R:3:forces:R:3
Ce -0.578 -0.050 -0.013 -0.84 -0.28 0.66
O -0.966 1.766 -0.969 0.35 1.10 -0.16
C -0.002 2.667 -0.416 -0.07 -0.17 0.19
C 1.428 2.384 -1.042 -0.04 0.05 -0.02
C 1.574 1.141 -1.898 0.00 0.02 0.15
C 1.802 1.249 -3.256 0.06 0.02 -0.06
C 1.925 0.093 -4.010 0.02 0.00 -0.08
C 1.805 -1.143 -3.400 0.04 -0.04 -0.05
C 1.567 -1.203 -2.038 0.01 0.02 0.11
C 1.383 -2.539 -1.353 0.07 -0.09 -0.06
C 0.027 -2.762 -0.605 -0.29 0.28 0.28
O -0.946 -1.830 -1.094 0.44 -0.89 -0.11
C 0.120 -2.544 0.940 -0.04 -0.31 -0.18
C -1.008 -2.890 1.693 -0.05 -0.33 -0.13
C -1.047 -2.709 3.063 -0.02 0.08 -0.02
C 0.032 -2.118 3.715 0.01 0.03 0.02
C 1.141 -1.740 2.982 0.06 0.03 -0.02
C 1.184 -1.952 1.602 0.35 -0.17 0.11
C -0.423 -4.197 -0.839 -0.05 -0.02 -0.29
C -1.367 -4.465 -1.822 -0.04 -0.08 0.04
C -1.729 -5.778 -2.097 0.00 -0.02 0.03
C -1.147 -6.827 -1.400 0.01 0.05 -0.01
C -0.198 -6.561 -0.422 -0.02 0.03 0.00
C 0.160 -5.250 -0.142 0.06 -0.05 -0.01
N 1.479 -0.072 -1.309 0.31 0.10 -0.23
C -0.025 2.504 1.146 -0.04 0.27 -0.32
C 0.927 1.828 1.898 0.26 0.06 0.02
C 0.829 1.754 3.290 -0.02 -0.11 -0.07
C -0.241 2.334 3.941 -0.10 0.06 0.02
C -1.227 2.980 3.197 0.07 -0.06 0.06
C -1.121 3.056 1.821 -0.09 0.01 -0.06
C -0.383 4.108 -0.721 0.00 -0.01 -0.28
C -1.385 4.380 -1.640 -0.01 0.16 0.01
C -1.703 5.700 -1.949 -0.01 -0.06 0.00
C -1.021 6.745 -1.349 0.06 -0.03 0.04
C -0.011 6.471 -0.431 -0.05 0.01 -0.04
C 0.306 5.159 -0.120 0.03 0.04 0.00
H 2.187 2.370 -0.260 0.03 0.00 -0.01
H 1.667 3.241 -1.666 0.03 -0.04 -0.06
H 1.871 2.227 -3.710 0.00 -0.03 -0.03
H 2.097 0.155 -5.077 0.00 0.01 0.01
H 1.875 -2.060 -3.968 0.00 0.03 -0.03
H 2.219 -2.731 -0.678 0.03 -0.01 -0.03
H 1.444 -3.307 -2.122 0.03 0.02 -0.05
H -1.827 -3.386 1.184 -0.07 0.09 0.03
H -1.917 -3.031 3.620 0.02 0.01 0.02
H 0.010 -1.971 4.787 0.00 -0.01 0.00
H 1.998 -1.302 3.479 -0.01 0.00 -0.01
H 2.091 -1.712 1.059 0.01 0.15 0.03
H -1.826 -3.645 -2.358 0.03 0.01 0.02
H -2.471 -5.983 -2.859 0.01 0.02 0.01
H -1.432 -7.849 -1.617 0.00 0.01 0.00
H 0.259 -7.373 0.127 0.00 0.01 0.00
H 0.897 -5.054 0.631 -0.01 0.01 -0.01
H 1.797 1.389 1.419 0.03 -0.02 0.01
H 1.604 1.251 3.853 -0.01 0.01 -0.01
H -0.308 2.293 5.021 -0.01 0.01 -0.01
H -2.076 3.435 3.693 0.03 -0.01 0.01
H -1.880 3.576 1.251 0.01 0.00 0.01
H -1.916 3.563 -2.105 0.01 -0.02 0.00
H -2.489 5.908 -2.664 0.00 -0.01 0.01
H -1.273 7.770 -1.591 0.01 -0.01 0.01
H 0.524 7.285 0.042 0.00 -0.02 0.00
H 1.087 4.956 0.607 -0.02 0.00 -0.02
O -3.138 0.218 2.798 0.03 -0.10 0.16
C -2.236 0.073 2.153 -0.60 0.18 0.42
```
Forces are in eV/Å.

The value obtained for the molar mass is 637.710 Da. The HOMO-LUMO gap (spin up / spin down) is 8.36 / 8.59 eV. The calculation puts the energy above the lowest of the compared OMol25 structures with the same formula, charge and spin at 0.0 kJ/mol. The net charge is +1. The value obtained for the HOMO energy (spin up / spin down) is -11.174 / -11.409 eV. The spin multiplicity is 2.

Mulliken analysis output, partial charges in e: atom 1 (Ce): 0.776, atom 2 (O): -0.735, atom 3 (C): 3.605, atom 4 (C): -1.609, atom 5 (C): 0.926, atom 6 (C): -0.989, atom 7 (C): -0.781, atom 8 (C): -1.037, atom 9 (C): 1.039, atom 10 (C): -1.609, atom 11 (C): 3.575, atom 12 (O): -0.778, atom 13 (C): -0.789, atom 14 (C): -0.410, atom 15 (C): -1.050, atom 16 (C): -0.444, atom 17 (C): -0.852, atom 18 (C): 0.261, atom 19 (C): -0.674, atom 20 (C): -0.452, atom 21 (C): -0.825, atom 22 (C): -0.479, atom 23 (C): -0.966, atom 24 (C): -0.091, atom 25 (N): -0.072, atom 26 (C): -0.491, atom 27 (C): 0.242, atom 28 (C): -0.933, atom 29 (C): -0.503, atom 30 (C): -0.955, atom 31 (C): -0.532, atom 32 (C): -0.934, atom 33 (C): -0.335, atom 34 (C): -0.845, atom 35 (C): -0.479, atom 36 (C): -0.986, atom 37 (C): 0.009, atom 38 (H): 0.382, atom 39 (H): 0.610, atom 40 (H): 0.484, atom 41 (H): 0.437, atom 42 (H): 0.462, atom 43 (H): 0.352, atom 44 (H): 0.574, atom 45 (H): 0.517, atom 46 (H): 0.491, atom 47 (H): 0.476, atom 48 (H): 0.601, atom 49 (H): 0.279, atom 50 (H): 0.463, atom 51 (H): 0.426, atom 52 (H): 0.418, atom 53 (H): 0.421, atom 54 (H): 0.433, atom 55 (H): 0.274, atom 56 (H): 0.452, atom 57 (H): 0.460, atom 58 (H): 0.461, atom 59 (H): 0.512, atom 60 (H): 0.459, atom 61 (H): 0.429, atom 62 (H): 0.419, atom 63 (H): 0.422, atom 64 (H): 0.425, atom 65 (O): -0.180, atom 66 (C): 0.243


No. 3
Molecular formula: C34H27N5O2SeW
Method: DFT, the ωB97M-V functional and the def2-TZVPD basis

```
70
Properties=species:S:1:pos:R:3:forces:R:3
W 1.479 0.643 -0.226 0.29 0.04 0.27
C 5.110 0.981 -2.505 0.03 0.04 0.06
C 3.828 1.526 -1.963 0.07 0.06 0.01
O 3.208 0.722 -1.141 -0.47 -0.09 -0.10
C 3.334 2.746 -2.310 0.04 -0.01 -0.04
C 2.074 3.274 -1.898 -0.15 0.00 0.05
C 1.712 4.662 -2.336 0.01 -0.01 0.00
N 1.222 2.579 -1.187 0.13 0.01 -0.06
N -0.002 3.206 -0.961 -0.05 -0.10 0.05
C -0.778 2.429 -0.285 0.00 -0.05 -0.13
O -0.391 1.235 0.109 0.23 -0.20 -0.12
C -2.167 2.823 0.017 -0.02 0.06 0.12
C -2.977 1.980 0.771 0.02 0.01 -0.01
C -4.283 2.346 1.058 -0.01 0.00 0.00
C -4.785 3.553 0.595 0.00 -0.01 0.01
C -3.977 4.398 -0.156 0.01 0.00 -0.01
C -2.673 4.037 -0.445 -0.01 0.01 0.00
H 4.887 0.172 -3.204 0.01 -0.01 0.01
H 5.706 0.562 -1.694 0.01 0.01 0.00
H 5.682 1.748 -3.022 -0.01 0.00 -0.01
H 3.927 3.363 -2.967 0.02 -0.02 0.01
H 2.533 5.116 -2.886 0.00 -0.01 0.00
H 1.468 5.272 -1.466 0.00 0.00 0.00
H 0.817 4.642 -2.959 0.00 0.00 0.00
H -2.575 1.043 1.131 0.01 0.00 0.00
H -4.909 1.688 1.646 0.00 0.00 0.00
H -5.805 3.838 0.820 0.00 0.00 0.00
H -4.367 5.341 -0.516 0.00 0.00 0.00
H -2.032 4.686 -1.026 0.01 -0.01 0.00
N -3.935 -8.123 -1.177 0.00 0.00 0.00
C -3.283 -7.180 -1.112 -0.06 -0.10 0.00
C -2.468 -6.001 -1.031 0.07 0.10 -0.01
C -2.607 -5.134 0.052 0.01 0.00 -0.02
C -1.814 -4.003 0.128 0.00 -0.01 -0.01
C -0.895 -3.717 -0.878 -0.04 -0.06 -0.01
C -0.765 -4.587 -1.959 0.01 -0.01 0.01
C -1.542 -5.729 -2.035 -0.01 0.00 0.02
C -0.060 -2.492 -0.792 0.07 0.05 0.08
C -0.190 -1.559 -1.808 0.05 -0.03 -0.06
C -1.101 -1.592 -2.903 -0.03 -0.02 0.00
C -0.844 -0.488 -3.675 0.05 -0.07 -0.02
C 0.217 0.194 -3.039 0.06 0.09 -0.08
N 0.611 -0.421 -1.932 -0.18 0.10 0.18
C 0.804 -2.402 0.315 -0.06 0.01 -0.09
C 1.140 -3.441 1.197 0.00 -0.03 0.02
C 2.074 -2.940 2.094 0.01 0.00 0.03
C 2.266 -1.605 1.756 -0.01 0.00 0.02
N 1.522 -1.262 0.683 -0.10 0.30 -0.13
H -3.330 -5.353 0.825 0.00 0.00 0.00
H -1.912 -3.326 0.967 0.00 0.00 0.00
H -0.041 -4.370 -2.732 0.00 0.01 0.00
H -1.435 -6.413 -2.866 0.00 0.00 0.00
H -1.852 -2.347 -3.069 0.01 0.01 -0.01
H -1.341 -0.182 -4.580 0.01 -0.02 -0.01
H 0.686 1.116 -3.351 -0.02 0.02 0.03
H 0.753 -4.447 1.154 0.01 0.01 0.00
H 2.558 -3.464 2.901 -0.01 0.00 0.00
H 2.885 -0.865 2.237 0.02 -0.01 0.00
Se 2.380 1.885 1.830 0.03 -0.09 -0.04
C 1.369 1.307 3.357 -0.06 0.00 0.01
C 1.807 1.732 4.611 0.04 -0.01 -0.03
C 1.128 1.362 5.760 0.00 0.00 0.02
C -0.002 0.559 5.682 0.00 0.01 0.02
C -0.446 0.137 4.439 0.00 0.00 -0.03
C 0.229 0.509 3.284 0.02 0.05 0.02
H 2.690 2.356 4.683 0.00 0.00 -0.01
H 1.487 1.703 6.724 -0.01 0.00 0.00
H -0.531 0.270 6.581 0.01 0.00 0.00
H -1.331 -0.483 4.360 0.01 0.00 0.00
H -0.147 0.185 2.325 -0.03 -0.02 -0.04
```
Forces are in eV/Å.

The value obtained for the molar mass is 800.423 Da. The HOMO-LUMO gap (spin up / spin down) is 5.44 / 6.10 eV. The value obtained for the HOMO energy (spin up / spin down) is -6.850 / -7.525 eV. The spin multiplicity is 3.

natural (NBO) analysis output, partial charges in e: atom 1 (W): 1.729, atom 2 (C): -0.660, atom 3 (C): 0.458, atom 4 (O): -0.690, atom 5 (C): -0.435, atom 6 (C): 0.335, atom 7 (C): -0.664, atom 8 (N): -0.408, atom 9 (N): -0.384, atom 10 (C): 0.544, atom 11 (O): -0.731, atom 12 (C): -0.042, atom 13 (C): -0.201, atom 14 (C): -0.203, atom 15 (C): -0.202, atom 16 (C): -0.214, atom 17 (C): -0.189, atom 18 (H): 0.234, atom 19 (H): 0.236, atom 20 (H): 0.223, atom 21 (H): 0.223, atom 22 (H): 0.215, atom 23 (H): 0.251, atom 24 (H): 0.243, atom 25 (H): 0.227, atom 26 (H): 0.212, atom 27 (H): 0.213, atom 28 (H): 0.214, atom 29 (H): 0.232, atom 30 (N): -0.293, atom 31 (C): 0.273, atom 32 (C): -0.176, atom 33 (C): -0.148, atom 34 (C): -0.217, atom 35 (C): 0.047, atom 36 (C): -0.221, atom 37 (C): -0.149, atom 38 (C): 0.123, atom 39 (C): 0.011, atom 40 (C): -0.180, atom 41 (C): -0.311, atom 42 (C): 0.058, atom 43 (N): -0.550, atom 44 (C): 0.010, atom 45 (C): -0.173, atom 46 (C): -0.317, atom 47 (C): 0.066, atom 48 (N): -0.604, atom 49 (H): 0.232, atom 50 (H): 0.234, atom 51 (H): 0.234, atom 52 (H): 0.232, atom 53 (H): 0.229, atom 54 (H): 0.230, atom 55 (H): 0.214, atom 56 (H): 0.228, atom 57 (H): 0.232, atom 58 (H): 0.238, atom 59 (Se): -0.102, atom 60 (C): -0.159, atom 61 (C): -0.242, atom 62 (C): -0.202, atom 63 (C): -0.252, atom 64 (C): -0.141, atom 65 (C): -0.272, atom 66 (H): 0.218, atom 67 (H): 0.211, atom 68 (H): 0.210, atom 69 (H): 0.198, atom 70 (H): 0.212